The following is a quantum chemistry calculation of C9H14ClNSi in the gas phase, from the Open Molecules 2025 dataset.

Computed properties:
- structure (SMILES) = Cl[SiH2]N1CCC[C@@H]2CC=CC=C21
- ΔE to the lowest compared entry with this formula, charge and spin (kcal/mol) = 24.0
- E_LUMO (hartree) = 0.0259

Geometry (Å):
Cl: -4.215 -0.608 -0.420
Si: -2.784 0.261 0.817
N: -1.341 0.508 -0.010
C: -0.957 1.860 -0.634
C: 0.361 2.354 -0.014
C: 1.491 1.304 -0.317
C: 1.088 -0.027 0.250
C: 2.049 -1.036 -0.219
C: 1.647 -2.503 0.030
C: 0.375 -2.787 -0.189
C: -0.619 -1.736 -0.284
C: -0.272 -0.467 -0.080
H: -3.744 1.333 1.206
H: -2.555 -0.722 1.825
H: -1.701 2.583 -0.506
H: -0.792 1.726 -1.671
H: 0.212 2.235 1.095
H: 0.664 3.365 -0.397
H: 1.718 1.382 -1.459
H: 2.299 1.588 0.296
H: 1.226 -0.022 1.446
H: 2.978 -0.830 0.357
H: 2.172 -0.953 -1.255
H: 2.484 -3.281 0.198
H: -0.086 -3.692 0.182
H: -1.699 -1.835 -0.248


The following is a quantum chemistry calculation of a gas-phase ion, C9H14N (charge +1), from the Open Molecules 2025 dataset.

Computed properties:
- charge = +1
- ΔE to the lowest compared entry with this formula, charge and spin (kcal/mol) = 0.0
- multiplicity = 3
- E_LUMO (spin up / spin down) (hartree) = -0.0986 / -0.2337

Geometry (Å):
C: 0.626 1.703 1.022
C: -1.013 -0.928 1.481
C: 0.498 0.698 0.195
C: -0.390 -0.545 0.361
C: -0.275 1.402 2.298
C: -0.913 -0.011 2.590
C: 0.762 0.282 -1.246
C: 2.187 -0.111 -1.648
C: -1.471 -0.842 -1.880
N: -0.236 -0.870 -1.008
H: 1.119 2.693 0.913
H: -1.637 -1.756 1.311
H: 0.237 1.770 3.253
H: -0.931 2.215 2.217
H: -1.872 0.037 3.132
H: -0.314 -0.374 3.380
H: 0.217 1.104 -1.874
H: 2.646 -0.672 -0.858
H: 2.877 0.777 -1.797
H: 2.212 -0.774 -2.591
H: -2.216 -0.128 -1.726
H: -1.046 -0.756 -2.908
H: -2.173 -1.767 -1.693
H: 0.144 -1.771 -1.373